ORCA calculation (ωB97M-V with the def2-TZVPD basis set) on a 2-piece molecular cluster, C31H58N2O5PS2 overall at a distorted geometry.

Geometry as ORCA input:
```
! wB97M-V def2-TZVPD RIJCOSX def2/J DEFGRID3
* xyz 1 1
C 1.84 3.38 -4.62
C 0.68 4.34 -4.34
C 1.02 5.42 -3.28
C 0.14 5.36 -2.04
C 0.35 4.07 -1.22
C -0.65 2.94 -1.51
C -1.07 2.15 -0.26
C -1.05 0.62 -0.46
N -0.11 -0.08 0.44
C -0.76 -0.95 1.43
C -0.06 -0.98 2.81
C 1.32 -0.34 2.87
C 1.78 0.04 4.29
C 2.44 1.42 4.39
C 3.97 1.41 4.63
C 4.74 1.96 3.43
C 4.53 1.15 2.15
C 0.99 -0.60 -0.21
S 1.90 0.35 -1.22
S 1.33 -2.29 0.04
C 3.00 -2.46 -0.61
C 3.38 -3.95 -0.68
C 3.67 -4.34 -2.12
C 2.61 -3.79 -3.02
C 1.30 -3.82 -2.74
C 0.35 -3.17 -3.66
O -0.76 -3.59 -3.89
C 0.89 -1.94 -4.31
P -0.28 -0.54 -4.57
O -0.53 -0.22 -2.98
O 0.81 0.60 -4.99
C 2.19 -1.93 -4.65
C 3.02 -3.12 -4.29
O 3.95 -3.51 -4.97
H 2.79 3.92 -4.62
H 1.75 2.90 -5.59
H 1.90 2.62 -3.84
H 0.40 4.83 -5.27
H -0.16 3.76 -3.96
H 2.07 5.32 -2.98
H 0.93 6.40 -3.74
H 0.35 6.22 -1.41
H -0.91 5.44 -2.34
H 1.36 3.71 -1.41
H 0.30 4.33 -0.17
H -0.18 2.24 -2.21
H -1.53 3.34 -2.01
H -2.06 2.45 0.07
H -0.38 2.37 0.55
H -0.78 0.41 -1.49
H -2.05 0.21 -0.30
H -0.93 -1.97 1.07
H -1.76 -0.54 1.59
H -0.03 -2.01 3.19
H -0.70 -0.44 3.51
H 2.05 -1.05 2.46
H 1.37 0.54 2.24
H 0.94 -0.03 4.98
H 2.50 -0.71 4.64
H 1.96 1.99 5.19
H 2.25 1.98 3.47
H 4.18 2.07 5.47
H 4.31 0.41 4.86
H 5.81 1.98 3.66
H 4.44 2.99 3.25
H 4.41 0.08 2.37
H 3.64 1.46 1.61
H 5.37 1.25 1.47
H 3.68 -1.90 0.03
H 3.03 -1.99 -1.59
H 4.24 -4.14 -0.05
H 2.57 -4.58 -0.30
H 4.64 -3.93 -2.42
H 3.78 -5.41 -2.24
H 0.91 -4.30 -1.85
H 0.28 -0.27 -2.46
H 1.56 0.63 -4.38
H 2.66 -1.10 -5.15
C -5.77 -0.24 2.85
N -6.10 -1.42 1.99
C -6.82 -0.92 0.78
C -6.99 -2.35 2.74
C -4.86 -2.13 1.50
C -4.00 -2.80 2.55
O -3.49 -1.84 3.46
H -6.67 0.37 2.94
H -5.45 -0.58 3.83
H -4.98 0.33 2.37
H -7.73 -0.42 1.10
H -7.07 -1.77 0.15
H -6.18 -0.23 0.25
H -6.49 -2.66 3.66
H -7.21 -3.21 2.12
H -7.91 -1.82 2.99
H -4.28 -1.39 0.96
H -5.20 -2.89 0.80
H -3.17 -3.28 2.02
H -4.55 -3.58 3.09
H -2.89 -2.29 4.06
*
```

- LUMO energy (eV) = -2.738

Let us look at the Mulliken charges, expressed in e, one per atom:
1 C -0.82
2 C -0.33
3 C -0.81
4 C -1.09
5 C -0.52
6 C 0.20
7 C -1.40
8 C 1.37
9 N 0.76
10 C -1.24
11 C -0.98
12 C 0.17
13 C -0.88
14 C -0.71
15 C -0.73
16 C -0.87
17 C -0.63
18 C -0.26
19 S -0.29
20 S -0.22
21 C -0.48
22 C -0.87
23 C -1.02
24 C 0.44
25 C -0.27
26 C -0.06
27 O -0.60
28 C 0.57
29 P -0.49
30 O -0.12
31 O -0.33
32 C -0.31
33 C -0.12
34 O -0.56
35 H 0.49
36 H 0.32
37 H -0.18
38 H 0.51
39 H 0.19
40 H 0.38
41 H 0.34
42 H 0.35
43 H 0.39
44 H 0.16
45 H 0.60
46 H -0.08
47 H 0.65
48 H 0.16
49 H 0.42
50 H -0.79
51 H 0.17
52 H 0.38
53 H 0.53
54 H 0.30
55 H 0.54
56 H -0.04
57 H 0.05
58 H 0.45
59 H 0.46
60 H 0.49
61 H 0.37
62 H 0.30
63 H 0.38
64 H 0.37
65 H 0.35
66 H 0.15
67 H 0.09
68 H 0.47
69 H 0.66
70 H 0.25
71 H 0.43
72 H 0.38
73 H 0.31
74 H 0.43
75 H 0.73
76 H -0.27
77 H 0.19
78 H 0.64
79 C -0.83
80 N -0.09
81 C -0.85
82 C -0.90
83 C -0.64
84 C -0.57
85 O -0.49
86 H 0.38
87 H 0.38
88 H 0.35
89 H 0.40
90 H 0.40
91 H 0.38
92 H 0.39
93 H 0.35
94 H 0.40
95 H 0.42
96 H 0.35
97 H 0.37
98 H 0.53
99 H 0.29


ORCA calculation (ωB97M-V with the def2-TZVPD basis set) on a 5-piece molecular cluster, C31H58NO16Si overall at a distorted geometry.

Geometry as ORCA input:
```
! wB97M-V def2-TZVPD RIJCOSX def2/J DEFGRID3
* xyz 1 1
C -5.34 0.17 -4.69
C -4.79 1.41 -5.35
O -4.45 1.46 -6.50
O -4.67 2.43 -4.48
C -4.28 3.70 -5.02
C -2.77 3.93 -4.80
C -2.41 5.14 -3.92
C -1.31 4.84 -2.87
C -1.89 4.64 -1.46
C -0.86 4.99 -0.38
N -1.09 4.35 0.95
C -2.52 4.49 1.40
C -2.81 3.88 2.78
O -3.20 2.52 2.66
C -0.55 2.94 1.09
C 0.34 2.81 2.33
O -0.29 2.25 3.45
Si -0.14 0.60 3.79
C -0.11 -0.44 2.24
C 1.46 0.31 4.72
C -1.55 0.17 4.92
H -6.15 0.41 -4.00
H -5.63 -0.53 -5.46
H -4.54 -0.28 -4.09
H -4.86 4.44 -4.45
H -4.57 3.79 -6.06
H -2.41 3.02 -4.31
H -2.27 4.03 -5.76
H -2.06 5.95 -4.57
H -3.30 5.53 -3.42
H -0.81 3.92 -3.19
H -0.58 5.65 -2.88
H -2.75 5.31 -1.35
H -2.29 3.63 -1.34
H 0.14 4.74 -0.74
H -0.87 6.07 -0.22
H -0.53 4.89 1.61
H -2.73 5.56 1.44
H -3.17 3.99 0.69
H -3.63 4.46 3.21
H -1.96 3.95 3.45
H -4.15 2.46 2.70
H -1.38 2.24 1.10
H 0.05 2.72 0.21
H 0.71 3.79 2.64
H 1.23 2.23 2.04
H 0.84 -0.32 1.71
H -0.20 -1.50 2.50
H -0.92 -0.18 1.56
H 2.33 0.66 4.16
H 1.42 0.80 5.69
H 1.56 -0.76 4.90
H -1.32 0.46 5.94
H -2.40 0.79 4.61
H -1.82 -0.88 4.85
C -1.20 1.88 -6.81
C 0.01 1.35 -6.09
C -0.06 -0.11 -5.67
O 0.71 -0.12 -4.46
C 0.66 1.12 -3.92
O 1.02 1.40 -2.83
O 0.13 2.00 -4.80
H -1.01 2.90 -7.14
H -1.44 1.28 -7.69
H -2.06 1.89 -6.15
H 0.93 1.54 -6.65
H 0.36 -0.79 -6.40
H -1.08 -0.42 -5.43
C 2.56 -3.10 -0.36
C 3.61 -2.07 -0.05
C 4.98 -2.64 0.26
O 5.52 -1.68 1.17
C 4.49 -1.07 1.80
O 4.58 -0.36 2.74
O 3.32 -1.39 1.19
H 1.63 -2.62 -0.67
H 2.89 -3.75 -1.17
H 2.34 -3.70 0.52
H 3.67 -1.32 -0.84
H 5.62 -2.73 -0.62
H 4.93 -3.61 0.76
C -3.91 -3.90 2.95
C -3.43 -4.16 4.36
C -4.45 -4.84 5.26
O -4.11 -4.32 6.55
C -3.51 -3.12 6.38
O -3.28 -2.34 7.25
O -3.21 -2.93 5.07
H -3.10 -3.51 2.34
H -4.27 -4.82 2.50
H -4.71 -3.16 2.96
H -2.49 -4.71 4.36
H -4.37 -5.92 5.26
H -5.47 -4.54 5.03
C 9.27 -5.38 0.16
C 8.25 -5.59 1.25
C 8.34 -6.93 1.96
O 6.98 -7.16 2.35
C 6.18 -6.50 1.48
O 5.00 -6.63 1.40
O 6.91 -5.66 0.71
H 9.21 -4.37 -0.24
H 10.27 -5.55 0.54
H 9.08 -6.07 -0.67
H 8.28 -4.77 1.97
H 8.97 -6.91 2.85
H 8.66 -7.73 1.30
*
```

- LUMO energy (eV) = -2.181

These are the Mulliken partial charges, in e, on atoms 1 to 99:
1 C -1.17
2 C 0.89
3 O -0.57
4 O -0.42
5 C -0.75
6 C 0.07
7 C -1.17
8 C -0.75
9 C -0.35
10 C -1.35
11 N 0.28
12 C -0.50
13 C -0.75
14 O -0.41
15 C -0.61
16 C -0.87
17 O -0.40
18 Si 0.28
19 C -0.97
20 C -1.03
21 C -0.63
22 H 0.34
23 H 0.35
24 H 0.26
25 H 0.48
26 H 0.33
27 H 0.16
28 H 0.12
29 H 0.40
30 H 0.54
31 H 0.14
32 H 0.60
33 H 0.49
34 H 0.43
35 H 0.53
36 H 0.36
37 H 0.47
38 H 0.51
39 H 0.35
40 H 0.58
41 H 0.20
42 H 0.29
43 H 0.44
44 H 0.29
45 H 0.48
46 H 0.45
47 H 0.16
48 H 0.48
49 H 0.41
50 H 0.25
51 H 0.33
52 H 0.34
53 H 0.31
54 H 0.23
55 H 0.04
56 C -0.93
57 C 0.47
58 C -0.43
59 O -0.34
60 C 0.63
61 O -0.55
62 O -0.26
63 H 0.37
64 H 0.45
65 H -0.20
66 H 0.24
67 H 0.34
68 H 0.23
69 C -1.48
70 C 0.51
71 C -0.36
72 O -0.35
73 C 0.57
74 O -0.53
75 O -0.21
76 H 0.35
77 H 0.40
78 H 0.36
79 H 0.22
80 H 0.34
81 H 0.15
82 C -1.34
83 C 0.44
84 C -0.50
85 O -0.35
86 C 0.60
87 O -0.50
88 O -0.24
89 H 0.29
90 H 0.39
91 H 0.35
92 H 0.22
93 H 0.33
94 H 0.30
95 C -1.45
96 C 0.54
97 C -0.48
98 O -0.33
99 C 0.67